Entry 1:
# C3H5BrN2O5

The molecule C3H5BrN2O5 at a distorted geometry (ωB97M-V/def2-TZVPD, the OMol25 dataset).

Structure (XYZ):
```
16
Properties=species:S:1:pos:R:3:forces:R:3:mulliken_charge:R:1
Br 3.6999 0.2944 -0.6691 -0.138 1.006 -0.247 -0.043
O 0.0947 0.3686 1.2204 -0.024 0.504 -0.460 -0.289
O 2.9060 -2.0025 0.7560 -0.412 -0.730 -0.044 -0.534
O 0.8934 -2.0231 -0.0662 -1.014 -1.313 -0.275 -0.517
O 1.2948 2.0619 0.3568 0.217 0.136 0.151 -0.635
O -1.3829 0.8204 -0.5835 1.096 2.654 -0.169 -0.359
N 1.2107 0.8564 0.5095 -0.413 -0.060 -0.627 0.743
N 1.9205 -1.5177 0.2554 0.059 1.943 0.840 0.948
C 2.0076 -0.0468 0.0072 1.141 -0.516 0.316 0.061
C -1.1269 0.9972 0.7410 -3.814 -1.890 1.186 -0.232
C -1.9578 -0.3114 -1.1217 1.611 -1.521 -0.482 -0.648
H -1.9256 0.3662 1.2814 1.434 0.531 -0.101 0.379
H -1.4606 2.0209 1.0396 1.835 -0.375 -0.257 0.269
H -1.2024 -0.6119 -1.9011 -1.474 -0.121 0.249 0.236
H -2.9791 -0.1748 -1.4313 -0.238 0.479 -0.648 0.285
H -1.9923 -1.0976 -0.3946 0.136 -0.724 0.566 0.333
```
Forces are in eV/Å.

Computed properties:
Kohn-Sham gap (spin up / spin down)   0.32985 / 0.32986 Ha
Structure (SMILES)   COCO/[N+]([O-])=C(/Br)[N+](=O)[O-]
LUMO (spin up / spin down)   -0.027 / -0.027 Eh
E_HOMO (spin up / spin down)   -9.705 / -9.706 eV

***

Entry 2:
# C16H26N2O4S

The molecule C16H26N2O4S (ωB97M-V/def2-TZVPD, the OMol25 dataset).

Structure (XYZ):
```
49
Properties=species:S:1:pos:R:3:forces:R:3:mulliken_charge:R:1
S 1.3646 -1.2310 -0.1646 0.661 -0.458 -0.133 1.327
O 0.5815 -1.3343 -1.3544 0.159 0.187 -0.244 -0.742
O 1.7727 3.9587 0.4869 0.534 -0.018 -0.104 -0.539
O -3.0972 -2.3618 0.8783 -0.158 0.067 -0.301 -0.479
O 0.7672 -1.5946 1.0848 0.311 0.162 0.217 -0.852
N 2.0600 0.3038 -0.0570 -0.398 -0.885 -0.044 0.166
N 2.6906 -2.2204 -0.3630 -0.880 0.146 0.092 -0.099
C 3.3671 -2.0371 -1.6244 -0.021 0.091 -0.343 -0.925
C 0.3802 3.7597 0.4936 -0.628 -0.206 -0.051 -1.366
C -1.6493 2.3479 0.3996 0.224 -0.018 -0.061 -2.043
C -3.0035 -1.1961 0.1868 -0.077 0.059 -0.166 0.354
C 0.3157 1.7427 -1.0752 0.168 -0.021 0.175 -0.960
C 0.4428 1.4070 1.4261 0.198 0.090 -0.185 -0.711
C 1.7427 1.1918 -1.1557 -0.206 0.210 -0.640 -1.281
C -2.3580 -2.4908 2.0732 0.152 -0.010 0.218 -0.465
C -3.5229 -1.2049 -1.1074 0.021 -0.136 0.167 -0.653
C 1.8884 0.9659 1.2224 -0.093 0.029 0.753 -1.344
C -3.4614 -0.0655 -1.8800 0.021 -0.064 0.008 -0.620
C -2.8619 1.0823 -1.3897 0.015 0.118 0.087 -0.470
C -2.3418 1.1095 -0.1020 -0.241 0.151 -0.088 0.125
C -2.4492 -0.0258 0.6925 -0.011 -0.235 0.154 0.079
C -0.0956 2.3009 0.2997 0.054 0.291 0.073 2.631
C 3.5615 -2.2544 0.7874 0.044 0.016 0.350 -0.941
H 2.9309 -2.3497 1.6670 0.207 -0.079 0.164 0.292
H -1.3023 -2.2505 1.9133 -0.130 -0.006 0.032 0.064
H 2.5022 1.9806 -1.1535 0.004 -0.147 -0.027 0.447
H -2.7694 -1.8606 2.8695 0.023 -0.022 -0.029 0.310
H 2.1655 0.2533 1.9995 0.055 0.183 0.100 0.562
H -2.0054 3.2011 -0.1825 -0.050 0.047 0.030 0.576
H 2.0936 3.8380 -0.4123 0.003 0.082 0.057 0.346
H -3.9628 -2.1157 -1.4807 -0.055 -0.120 -0.041 0.456
H 4.1697 -1.3452 0.8660 0.060 0.007 0.001 0.293
H -2.7960 1.9625 -2.0128 0.018 0.110 -0.050 0.367
H 0.3551 1.9285 2.3810 -0.097 0.007 0.084 0.543
H 2.6028 -1.9744 -2.3941 0.177 -0.047 -0.205 0.317
H -3.8686 -0.0738 -2.8802 -0.037 -0.019 -0.084 0.383
H -2.1051 0.0061 1.7136 0.063 -0.025 0.097 0.493
H -0.3412 0.9051 -1.3145 0.063 0.146 -0.107 0.255
H -2.4542 -3.5359 2.3641 0.020 0.076 0.033 0.291
H 3.9769 -1.1254 -1.6324 0.060 0.009 -0.011 0.297
H 0.1787 2.5083 -1.8436 -0.082 0.020 -0.094 0.351
H -0.0915 4.3938 -0.2713 -0.039 -0.063 0.067 0.449
H 1.8441 0.6180 -2.0778 0.071 0.251 -0.069 0.524
H 2.5704 1.8195 1.2539 -0.011 -0.181 -0.028 0.506
H 4.2166 -3.1223 0.7148 -0.012 0.019 -0.011 0.383
H 0.0477 4.1127 1.4740 -0.092 -0.019 -0.061 0.463
H -0.1488 0.4950 1.4637 -0.028 0.101 0.158 0.045
H 4.0056 -2.8993 -1.8164 -0.010 0.020 0.017 0.363
H -1.9123 2.5238 1.4449 -0.030 0.085 0.044 0.431
```
Forces are in eV/Å.

Computed properties:
Kohn-Sham gap   0.32252 Ha
Structure (SMILES)   COc1cccc(CC2(CO)CCN(S(=O)(=O)N(C)C)CC2)c1
LUMO   0.022 Eh
E_HOMO   -8.176 eV

***

Entry 3:
# C5H8O2

A structure of composition C5H8O2 (ωB97M-V/def2-TZVPD, the OMol25 dataset).

Structure (XYZ):
```
15
Properties=species:S:1:pos:R:3:forces:R:3:mulliken_charge:R:1
O 2.3043 -0.8434 0.7271 -0.097 -0.345 -0.443 -0.432
O -0.4458 -1.5052 -0.9686 -0.271 0.438 0.236 -0.577
C -0.5337 0.5232 0.4984 0.002 0.104 0.082 -0.396
C -0.9562 -0.5451 -0.4475 0.182 -0.392 -0.227 0.560
C 2.1234 -1.5138 -0.2625 0.136 0.128 0.313 -0.077
C -2.3638 0.1000 -0.5432 -0.146 -0.051 -0.094 -0.494
C -1.7402 1.1077 0.4114 0.073 0.051 0.066 -0.338
H 2.1684 -1.0858 -1.2803 0.010 0.009 0.118 0.237
H -2.6392 0.4661 -1.5379 0.055 -0.042 0.133 0.235
H 2.5923 2.1537 -0.0911 0.013 -0.037 -0.004 0.200
H -3.1789 -0.5094 -0.1388 0.124 0.073 -0.050 0.229
H 1.9237 -2.5980 -0.2058 0.023 0.113 0.022 0.266
H 2.6383 1.4433 0.1315 0.003 0.089 -0.019 -0.203
H -2.1509 2.0052 0.8628 0.068 -0.140 -0.052 0.382
H 0.3884 0.7328 1.0273 -0.174 0.001 -0.080 0.407
```
Forces are in eV/Å.

Computed properties:
Kohn-Sham gap   0.38331 Ha
LUMO   0.019 Eh
E_HOMO   -9.921 eV

***

Entry 4:
# CH4N2OS

A cluster of 2 separate species, CH4N2OS in total at a distorted geometry (ωB97M-V/def2-TZVPD, the OMol25 dataset).

Structure (XYZ):
```
9
Properties=species:S:1:pos:R:3:forces:R:3:mulliken_charge:R:1
S 2.0156 1.5808 -2.7165 -1.270 0.904 3.775 0.367
O 1.4856 2.8495 -3.2528 -0.143 -0.692 -0.649 -0.484
N -0.2266 -0.5913 0.4403 -0.895 0.516 -0.807 -0.419
N 0.4787 -1.3838 0.9640 2.256 -1.083 1.658 -0.055
C 1.4054 1.3204 -1.1441 3.967 -1.764 -3.158 -0.443
H 2.0607 0.6217 -0.5523 -1.129 0.535 -0.750 0.203
H 0.7106 -1.2891 2.0578 -0.212 -0.781 -2.029 0.249
H 1.0835 -2.1583 0.4139 -1.216 1.271 1.253 0.244
H 0.5008 1.6739 -0.7848 -1.359 1.095 0.707 0.338
```
Forces are in eV/Å.

Computed properties:
Kohn-Sham gap   0.29581 Ha
LUMO   -0.018 Eh
E_HOMO   -8.537 eV

***

Entry 5:
# H18O9

A cluster of 9 separate species, H18O9 in total at a distorted geometry (ωB97M-V/def2-TZVPD, the OMol25 dataset).

Structure (XYZ):
```
27
Properties=species:S:1:pos:R:3:forces:R:3:mulliken_charge:R:1
O -2.2270 -1.6997 1.0329 -0.519 1.419 3.533 -0.490
O 2.0237 -2.8751 0.4887 -1.737 0.168 -3.775 -0.563
O -0.3304 1.6362 -0.2723 2.707 0.050 -1.150 -0.620
O 3.7529 3.4505 0.7744 -0.789 -1.447 -2.561 -0.620
O 3.3302 -0.7765 -1.7813 0.279 2.038 1.841 -0.628
O 0.5590 -0.7167 2.4644 -1.003 1.368 0.395 -0.564
O -0.6630 -3.0308 -0.5691 0.924 -3.422 1.168 -0.516
O -3.3184 2.4359 0.4438 -0.733 0.064 -0.251 -0.530
O -2.2052 1.0123 -1.6423 -0.240 -2.100 1.131 -0.591
H -3.2218 2.9500 1.2373 0.414 0.297 0.702 0.287
H 1.8275 -2.0553 -0.0439 0.187 -1.597 0.180 0.266
H -2.2189 -2.6238 1.1549 0.087 -1.486 0.982 0.287
H 0.3052 -0.5302 1.5645 -0.696 0.483 -0.376 0.305
H -4.2710 2.5278 0.2884 0.308 -0.238 -0.269 0.269
H 2.3533 -2.4587 1.2143 1.979 1.257 3.608 0.261
H -2.2608 -1.6357 0.1355 -0.419 0.783 -3.583 0.216
H -2.0746 0.1791 -1.0462 -0.368 2.578 -1.906 0.316
H 2.7616 -1.1535 -2.4057 -1.195 -1.178 -1.647 0.311
H -2.3743 0.7572 -2.5463 -0.202 -0.615 -0.262 0.268
H 0.3424 1.4901 -1.0054 -0.902 -0.153 1.595 0.294
H -1.4722 -3.4411 -0.2353 0.673 -0.684 -0.077 0.256
H 3.2143 3.9333 0.1097 0.706 -0.071 1.311 0.321
H -1.0358 -2.3119 -0.9617 -0.925 3.385 -2.182 0.269
H -0.8005 2.3342 -0.7295 -0.969 0.165 0.358 0.302
H 3.9789 3.9414 1.5272 0.078 1.510 1.236 0.302
H 1.1903 -1.3746 2.3171 1.478 -1.761 0.170 0.276
H 2.8344 0.0355 -1.5140 0.879 -0.816 -0.171 0.315
```
Forces are in eV/Å.

Computed properties:
Kohn-Sham gap   0.38202 Ha
Structure (SMILES)   O.O.O.O.O.O.O.O.O
LUMO   -0.009 Eh
E_HOMO   -10.652 eV

***

Entry 6:
# C3H7NO3

A cluster of 2 separate species, C3H7NO3 in total at a distorted geometry (ωB97M-V/def2-TZVPD, the OMol25 dataset).

Structure (XYZ):
```
14
Properties=species:S:1:pos:R:3:forces:R:3:mulliken_charge:R:1
O 1.4930 -0.2907 -1.0889 -0.488 0.288 0.101 -0.399
O -0.9228 -1.6600 2.1128 0.060 -0.237 -0.131 -0.473
O 0.5344 -0.0071 1.6983 -0.245 -0.694 -0.170 -0.675
N 0.0048 1.8277 -0.5540 0.179 0.253 0.421 -0.641
C 0.1436 -0.4566 -1.1295 0.793 -2.735 0.170 -0.126
C -0.1899 -0.8978 1.2610 0.272 0.786 0.846 0.702
C -0.5015 -1.1330 -0.1195 0.450 0.855 -0.766 -0.440
H 0.3879 1.4422 0.3233 -0.387 0.143 -0.360 0.291
H 0.5388 2.6702 -0.7381 -0.270 0.108 -0.115 0.218
H -0.9740 2.0506 -0.4147 0.147 0.208 0.080 0.223
H -1.3174 -1.7964 -0.3512 -0.389 0.394 -0.098 0.333
H -0.2818 -0.5307 -2.1284 -0.013 0.413 0.078 0.322
H -0.7259 -1.3681 3.0148 0.125 0.078 -0.149 0.329
H 1.8107 0.1496 -1.8860 -0.234 0.139 0.092 0.337
```
Forces are in eV/Å.

Computed properties:
Kohn-Sham gap   0.34812 Ha
Structure (SMILES)   O=C(O)/C=C\O.N
LUMO   0.026 Eh
E_HOMO   -8.771 eV

***

Energy above the lowest of the compared OMol25 structures with the same formula, charge and spin: 0.258, 2.747, 3.524, 5.337, 5.274, 2.115 (eV)